Below is 2 unconnected molecules or ions with the total composition C16H17NO in a non-equilibrium geometry, with properties calculated with ωB97M-V with the def2-TZVPD basis set.

Last columns: bonded neighbours and bond lengths (Å).
Cartesian coordinates (Å):
1 O -1.183 2.123 0.148  C15 1.432, H31 0.950
2 N 1.079 -2.315 -2.585  C14 1.485, C17 1.409, H25 1.027
3 C -0.638 1.167 3.581  C6 1.335, C11 1.413, H35 1.080
4 C -1.049 -0.065 1.347  C15 1.387, C18 1.461, H29 1.187
5 C -1.350 -1.344 -3.335  C14 1.420, C16 1.398, H22 1.094
6 C -0.538 -0.160 3.680  C3 1.335, C8 1.468, C18 1.388
7 C -1.363 1.036 -3.035  C12 1.397, C16 1.429, H19 1.122
8 C 0.054 -0.858 4.829  C6 1.468, H20 1.137, H21 1.132, H24 1.141
9 C 1.909 -0.260 -2.013  C10 1.558, C13 1.424, C17 1.403
10 C 3.010 0.596 -1.320  C9 1.558, H26 1.091, H28 1.198, H32 1.048
11 C -0.924 2.029 2.499  C3 1.413, C15 1.380, H23 1.138
12 C -0.063 1.095 -2.529  C7 1.397, C13 1.335, H34 1.064
13 C 0.636 -0.038 -2.613  C9 1.424, C12 1.335, C14 1.485
14 C -0.024 -1.351 -2.824  N2 1.485, C5 1.420, C13 1.485
15 C -1.126 1.320 1.332  O1 1.432, C4 1.387, C11 1.380
16 C -2.077 -0.151 -3.387  C5 1.398, C7 1.429, H27 1.057
17 C 2.157 -1.640 -1.978  N2 1.409, C9 1.403, H33 1.050
18 C -1.037 -0.846 2.582  C4 1.461, C6 1.388, H30 1.087
19 H -1.910 2.007 -3.170  C7 1.122
20 H -0.388 -1.806 5.276  C8 1.137
21 H 1.069 -1.269 4.543  C8 1.132
22 H -1.762 -2.335 -3.547  C5 1.094
23 H -0.739 3.143 2.643  C11 1.138
24 H 0.130 -0.117 5.693  C8 1.141
25 H 0.810 -3.304 -2.518  N2 1.027
26 H 3.899 0.696 -1.945  C10 1.091
27 H -3.070 -0.120 -3.750  C16 1.057
28 H 3.216 0.124 -0.238  C10 1.198
29 H -0.999 -0.655 0.317  C4 1.187
30 H -1.385 -1.874 2.643  C18 1.087
31 H -2.049 1.880 -0.158  O1 0.950
32 H 2.622 1.509 -0.982  C10 1.048
33 H 3.113 -1.907 -1.634  C17 1.050
34 H 0.318 1.926 -1.983  C12 1.064
35 H -0.350 1.762 4.435  C3 1.080

E_HOMO   -7.609 eV
Strongest force on any atom   5.05 eV/A
Net charge   0
Energy above the lowest of the compared OMol25 structures with the same formula, charge and spin   86.7 kcal per mole
Total energy   -20402.067 eV
2S+1   1
SMILES   Cc1c[nH]c2ccccc12.Cc1ccc(O)cc1

=====

Below is 2 unconnected molecules or ions with the total composition C16H17NO in a non-equilibrium geometry, with properties calculated with ωB97M-V with the def2-TZVPD basis set.

Last columns: bonded neighbours and bond lengths (Å).
Cartesian coordinates (Å):
1 O -3.655 -1.889 0.695  C16 1.411, H28 0.979
2 N 0.505 0.252 0.406  C4 1.463, C6 1.396, H31 1.054
3 C 2.997 2.535 -1.084  C7 1.447, H20 1.183, H25 1.071, H35 1.203
4 C -0.260 1.462 0.105  N2 1.463, C10 1.429, C17 1.393
5 C -0.197 -2.800 1.766  C11 1.415, C12 1.424, H34 1.089
6 C 1.826 0.622 0.149  N2 1.396, C7 1.422, H19 1.097
7 C 1.850 1.903 -0.468  C3 1.447, C6 1.422, C17 1.373
8 C 0.070 3.479 -1.202  C14 1.386, C17 1.386, H23 1.062
9 C -0.326 -2.593 -0.663  C11 1.404, C13 1.462, H29 1.005
10 C -1.647 1.758 0.288  C4 1.429, C18 1.357, H27 1.155
11 C 0.414 -2.886 0.493  C5 1.415, C9 1.404, C15 1.509
12 C -1.615 -2.683 1.811  C5 1.424, C16 1.475, H21 1.138
13 C -1.752 -2.269 -0.665  C9 1.462, C16 1.365, H26 1.084
14 C -1.294 3.654 -1.030  C8 1.386, C18 1.401, H24 1.087
15 C 1.917 -3.026 0.493  C11 1.509, H30 1.126, H32 1.097, H33 1.023
16 C -2.339 -2.379 0.563  O1 1.411, C12 1.475, C13 1.365
17 C 0.575 2.413 -0.475  C4 1.393, C7 1.373, C8 1.386
18 C -2.155 2.913 -0.210  C10 1.357, C14 1.401, H22 1.045
19 H 2.643 -0.094 0.299  C6 1.097
20 H 4.003 1.930 -0.935  C3 1.183
21 H -2.177 -2.502 2.784  C12 1.138
22 H -3.120 3.196 0.075  C18 1.045
23 H 0.608 4.047 -1.920  C8 1.062
24 H -1.767 4.489 -1.542  C14 1.087
25 H 2.717 2.865 -2.064  C3 1.071
26 H -2.356 -2.030 -1.532  C13 1.084
27 H -2.421 1.127 0.867  C10 1.155
28 H -3.727 -1.139 0.070  O1 0.979
29 H -0.017 -2.475 -1.613  C9 1.005
30 H 2.112 -4.135 0.481  C15 1.126
31 H 0.165 -0.745 0.392  N2 1.054
32 H 2.219 -2.691 1.493  C15 1.097
33 H 2.515 -2.544 -0.182  C15 1.023
34 H 0.288 -3.142 2.679  C5 1.089
35 H 3.402 3.375 -0.325  C3 1.203

E_HOMO   -7.426 eV
Strongest force on any atom   5.56 eV/A
Net charge   0
Energy above the lowest of the compared OMol25 structures with the same formula, charge and spin   71.6 kcal per mole
Total energy   -20402.720 eV
2S+1   1
SMILES   Cc1c[nH]c2ccccc12.Cc1ccc(O)cc1

=====

Below is C16H17NO5 in the gas phase in a non-equilibrium geometry, with properties calculated with ωB97M-V with the def2-TZVPD basis set.

Last columns: bonded neighbours and bond lengths (Å).
Cartesian coordinates (Å):
1 O -3.304 -0.966 0.029  C8 1.203, C14 1.448
2 O 4.745 1.244 1.324  N6 1.223
3 O 0.388 1.234 -0.973  C18 1.650, C22 1.520
4 O 3.326 1.294 -0.439  C17 1.464, C20 1.542
5 O 5.834 -0.684 1.828  N6 1.254
6 N 4.954 0.040 1.303  O2 1.223, O5 1.254, C10 1.464
7 C -3.363 1.195 0.951  C8 1.442, C12 1.394, H24 1.049
8 C -2.766 0.088 0.245  O1 1.203, C7 1.442, C19 1.420
9 C 2.295 -0.785 -1.243  C16 1.222, C17 1.376, H31 1.094
10 C 3.925 -0.638 0.512  N6 1.464, C17 1.281, C21 1.502
11 C 3.074 -2.769 -0.273  C16 1.468, C21 1.229, H33 1.310
12 C -2.572 2.338 1.064  C7 1.394, C15 1.209, H35 1.307
13 C -5.139 -2.666 0.352  C14 1.527, H26 0.911, H28 1.030, H38 0.991
14 C -4.569 -1.283 0.659  O1 1.448, C13 1.527, H36 1.104, H37 1.311
15 C -1.407 2.327 0.742  C12 1.209, C22 1.442, H23 1.267
16 C 2.379 -2.001 -1.313  C9 1.222, C11 1.468, H30 1.082
17 C 3.253 -0.168 -0.472  O4 1.464, C9 1.376, C10 1.281
18 C 1.274 2.580 -0.618  O3 1.650, C20 1.612, H25 1.107, H29 1.077
19 C -1.556 0.071 -0.497  C8 1.420, C22 1.460, H32 0.954
20 C 2.570 2.151 -1.474  O4 1.542, C18 1.612, H27 1.099, H39 0.976
21 C 3.941 -2.127 0.316  C10 1.502, C11 1.229, H34 1.202
22 C -0.884 1.319 -0.146  O3 1.520, C15 1.442, C19 1.460
23 H -0.862 3.462 0.604  C15 1.267
24 H -4.227 1.059 1.530  C7 1.049
25 H 0.810 3.390 -1.212  C18 1.107
26 H -5.275 -2.716 -0.547  C13 0.911
27 H 3.195 3.049 -1.372  C20 1.099
28 H -6.131 -2.866 0.543  C13 1.030
29 H 1.474 2.685 0.435  C18 1.077
30 H 1.608 -2.476 -1.906  C16 1.082
31 H 1.584 -0.250 -1.879  C9 1.094
32 H -1.223 -0.691 -0.963  C19 0.954
33 H 3.064 -4.076 -0.343  C11 1.310
34 H 4.730 -2.609 1.084  C21 1.202
35 H -2.991 3.329 1.806  C12 1.307
36 H -4.667 -1.266 1.759  C14 1.104
37 H -5.402 -0.317 0.354  C14 1.311
38 H -4.491 -3.363 0.624  C13 0.991
39 H 2.406 1.861 -2.391  C20 0.976

E_HOMO   -8.280 eV
Strongest force on any atom   16.35 eV/A
Net charge   0
Energy above the lowest of the compared OMol25 structures with the same formula, charge and spin   426.0 kcal per mole
Total energy   -28578.675 eV
2S+1   1
SMILES   CCOc1cccc(OCCOc2ccccc2[N+](=O)[O-])c1

=====

Below is C16H17NO5S in the gas phase in a non-equilibrium geometry, with properties calculated with ωB97M-V with the def2-TZVPD basis set.

Last columns: bonded neighbours and bond lengths (Å).
Cartesian coordinates (Å):
1 S 1.034 2.036 0.449  O2 1.430, O6 1.429, N7 1.691, C11 1.791
2 O 0.599 2.475 -0.841  S1 1.430
3 O -4.250 -0.988 -2.022  C18 1.211
4 O 3.271 1.336 -1.001  C10 1.349, C14 1.411
5 O 1.036 -3.110 1.356  C12 1.409, C13 1.358
6 O 1.936 2.848 1.205  S1 1.429
7 N -0.304 1.861 1.467  S1 1.691, C19 1.387, H29 1.007
8 C -3.943 1.324 1.433  C16 1.383, C23 1.382, H27 1.080
9 C 3.306 -1.083 -0.611  C10 1.396, C15 1.380, H36 1.078
10 C 2.785 0.203 -0.456  O4 1.349, C9 1.396, C11 1.391
11 C 1.652 0.359 0.335  S1 1.791, C10 1.391, C21 1.379
12 C -0.129 -2.993 2.140  O5 1.409, H31 1.089, H33 1.094, H34 1.095
13 C 1.559 -1.986 0.802  O5 1.358, C15 1.396, C21 1.392
14 C 4.424 1.262 -1.811  O4 1.411, H25 1.094, H30 1.088, H38 1.094
15 C 2.695 -2.155 0.008  C9 1.380, C13 1.396, H37 1.078
16 C -2.694 1.768 1.827  C8 1.383, C19 1.395, H32 1.080
17 C -2.024 -0.534 -2.736  C18 1.508, H24 1.087, H28 1.087, H40 1.089
18 C -3.190 -0.455 -1.782  O3 1.211, C17 1.508, C22 1.488
19 C -1.571 1.479 1.050  N7 1.387, C16 1.395, C20 1.391
20 C -1.719 0.753 -0.126  C19 1.391, C22 1.391, H26 1.076
21 C 1.042 -0.704 0.968  C11 1.379, C13 1.392, H39 1.076
22 C -2.978 0.316 -0.527  C18 1.488, C20 1.391, C23 1.395
23 C -4.090 0.597 0.267  C8 1.382, C22 1.395, H35 1.079
24 H -1.628 0.458 -2.935  C17 1.087
25 H 5.282 0.882 -1.249  C14 1.094
26 H -0.845 0.555 -0.720  C20 1.076
27 H -4.805 1.552 2.041  C8 1.080
28 H -2.352 -0.997 -3.664  C17 1.087
29 H -0.255 2.462 2.274  N7 1.007
30 H 4.621 2.284 -2.126  C14 1.088
31 H -0.373 -4.007 2.453  C12 1.089
32 H -2.578 2.339 2.736  C16 1.080
33 H 0.043 -2.372 3.025  C12 1.094
34 H -0.964 -2.581 1.563  C12 1.095
35 H -5.058 0.245 -0.055  C23 1.079
36 H 4.184 -1.254 -1.212  C9 1.078
37 H 3.088 -3.151 -0.113  C15 1.078
38 H 4.254 0.635 -2.692  C14 1.094
39 H 0.173 -0.517 1.575  C21 1.076
40 H -1.233 -1.140 -2.298  C17 1.089

E_HOMO   -8.502 eV
Strongest force on any atom   1.05 eV/A
Net charge   0
Energy above the lowest of the compared OMol25 structures with the same formula, charge and spin   31.5 kcal per mole
Total energy   -39429.467 eV
2S+1   1
SMILES   COc1ccc(OC)c(S(=O)(=O)Nc2cccc(C(C)=O)c2)c1